A 2-piece molecular cluster, C8H12N5O2 overall in a non-equilibrium geometry. Source: the OMol25 dataset; level of theory: ωB97M-V/def2-TZVPD.

Geometry as XYZ:
```
27
Properties=species:S:1:pos:R:3:forces:R:3:mulliken_spin:R:1
C -2.6805 2.0668 -0.0130 2.69 1.99 0.87 0.19
C -1.2937 2.0538 0.1094 -2.02 7.16 -2.06 0.42
C -0.0216 -2.4400 0.4817 0.35 -2.10 1.13 0.00
C -3.5565 1.0798 -0.0650 -3.47 -3.42 -0.20 0.28
C 1.8732 0.5606 0.6383 2.44 1.57 0.27 0.01
C -1.2169 -0.9539 -0.4948 -2.16 0.07 -1.20 -0.02
C 3.2362 1.3455 0.8815 -3.27 -0.79 -0.26 0.00
C 0.7839 -1.9105 -1.7447 2.22 1.24 1.85 0.00
N -0.4548 1.1018 0.3279 5.74 -4.57 1.21 0.60
N -0.0663 -1.6899 -0.6033 -2.59 -1.90 0.13 0.01
N -1.9199 -1.3103 0.5571 0.78 0.56 -0.95 0.03
N -1.1208 -2.1996 1.2104 0.20 0.90 -1.90 0.01
N 0.8982 1.4630 0.3561 -4.07 -0.28 -0.38 0.14
O -4.3870 0.2961 -0.3751 1.67 1.52 0.46 0.22
O 1.6809 -0.6181 0.6843 0.59 -0.61 0.71 0.07
H -3.0416 3.0744 0.2188 -0.56 -0.30 -0.72 0.02
H -0.8447 3.0852 -0.1908 -0.83 -1.45 0.88 0.02
H 0.7975 -3.2009 0.6718 -1.38 1.23 -0.05 0.00
H -1.6910 -0.3116 -1.3109 1.20 -1.14 1.21 0.00
H 3.5242 1.7068 -0.0803 0.13 1.03 -0.55 0.00
H 2.9228 2.0843 1.6360 0.99 -0.01 -0.39 0.00
H 3.9904 0.6708 1.1361 1.02 -0.97 1.03 0.00
H 1.4251 -1.0766 -1.5383 1.47 0.19 -0.86 0.00
H 1.3681 -2.8368 -1.7245 -0.54 0.19 0.26 0.00
H 0.3640 -1.7215 -2.6680 -1.53 0.02 -1.69 0.00
H -1.7023 -2.7059 1.8366 0.70 -0.97 1.16 0.00
H 1.1330 2.3867 0.0628 0.23 0.86 0.04 0.00
```
Forces are in eV/Å.

HOMO-LUMO gap (alpha / beta) = 5.99 / 7.31 eV
⟨S²⟩ = 2.01
charge = +1
multiplicity = 3
LUMO level (alpha / beta) = -2.793 / -5.869 eV